This record from the Open Molecules 2025 dataset describes C29H46P2ScSe as an isolated structure at a distorted geometry. The level of theory is ωB97M-V/def2-TZVPD.

Values from the calculation:
Relative energy (zero: lowest compared OMol25 entry of this formula, charge and spin) in kcal/mol: 73.7
E in eV: -135433.6817
Net charge: +1
Strongest force on any atom in eV/Å: 2.3
HOMO level (alpha / beta) in eV: -7.520 / -6.852

Structure (XYZ):
```
79
Properties=species:S:1:pos:R:3:forces:R:3
Sc 0.838025 -1.217695 1.287176 0.95 1.26 -0.67
C -1.168804 -1.250183 2.551068 0.36 -0.99 0.49
C -0.958695 -2.500879 1.884363 0.84 -0.09 1.18
C 0.765821 -2.197808 3.424994 -1.23 -0.03 0.10
C -0.133577 -1.093511 3.525313 -0.33 -1.08 -0.37
C 0.262465 -3.075395 2.411506 -1.06 0.33 0.65
C -2.413777 -0.434176 2.523651 -0.40 0.37 -0.17
H -2.794107 -0.315720 1.499746 0.02 0.02 0.41
H -2.219356 0.563415 2.939149 -0.15 -0.19 -0.21
H -3.218537 -0.892538 3.129762 0.33 0.11 -0.21
C -0.159378 -0.054536 4.585817 0.13 0.65 0.07
H -1.194195 0.170745 4.886773 0.34 -0.16 -0.03
H 0.288822 0.879472 4.220783 -0.12 -0.09 0.30
H 0.400615 -0.375688 5.473472 -0.14 0.16 -0.24
C 1.942768 -2.442608 4.316497 0.28 -0.01 -0.17
H 1.724127 -2.076696 5.332959 0.19 -0.18 -0.35
H 2.837613 -1.925269 3.923112 -0.32 -0.31 0.36
H 2.149673 -3.521110 4.358516 0.05 0.33 0.14
C 0.914705 -4.335401 1.969573 0.16 -0.56 -0.12
H 1.435454 -4.819240 2.811382 -0.14 0.11 -0.37
H 1.652647 -4.139120 1.176334 -0.04 -0.28 0.16
H 0.178746 -5.047452 1.567326 0.24 0.18 0.11
C -1.850821 -3.108192 0.861363 -0.17 -0.19 -0.38
H -1.794037 -4.204409 0.885743 -0.04 0.26 -0.02
H -1.573899 -2.796181 -0.159230 -0.19 -0.12 0.05
H -2.893962 -2.818343 1.038511 0.18 -0.06 -0.09
C -1.703571 2.673981 -0.654459 -0.68 0.16 0.35
C -2.743481 1.864329 -0.428919 0.33 0.14 0.75
C -2.806974 0.445017 -0.917410 -0.29 0.01 0.04
C -2.844142 0.351098 -2.437271 0.00 -0.35 -0.61
C -1.440578 0.021559 -3.048729 -0.22 0.01 0.94
C -0.180835 -0.182695 -2.144221 -1.01 0.18 0.59
C 0.210567 0.967102 -1.170399 0.17 0.28 -0.15
C -0.520253 2.296284 -1.490040 0.71 0.10 -0.25
H -3.672814 -0.087137 -0.506336 0.10 0.32 -0.06
H -3.273893 1.244312 -2.908884 0.09 0.06 0.32
H -1.934125 -0.119083 -0.573904 -0.19 0.01 0.21
H -0.875427 2.214649 -2.523784 0.14 0.46 0.29
H -1.717312 3.699264 -0.261689 -0.03 -0.50 -0.10
H -3.563872 2.179822 0.222373 0.28 0.14 -0.31
H 0.219780 3.106129 -1.484156 -0.25 -0.09 0.03
H -0.005638 0.670358 -0.113582 -0.01 0.12 -0.58
H -0.315733 -1.088804 -1.515459 0.02 0.28 -0.64
H 1.312713 1.124093 -1.181833 -0.66 -0.03 0.00
H -3.527896 -0.464198 -2.724012 0.34 0.19 0.03
H -1.597679 -0.961242 -3.511559 0.24 0.07 -0.17
P -0.932085 1.022306 -4.451400 0.68 -0.46 -1.49
C -0.958869 2.791344 -4.845708 -0.23 0.53 0.21
C -1.940158 0.258530 -5.763984 0.32 0.08 -0.41
P 1.192348 -0.639189 -3.285755 -0.47 -2.11 0.75
C 0.871252 0.705855 -4.518371 0.08 0.53 -0.10
C 0.805089 -2.070963 -4.336774 0.29 -0.32 0.07
C 2.928557 -0.765784 -2.871076 0.95 0.47 -0.62
H -0.045226 3.288636 -4.496257 -0.35 -0.25 0.13
H -1.825450 3.316750 -4.443658 -0.04 -0.01 -0.09
H -0.957839 2.868316 -5.944232 -0.16 -0.15 0.32
H -1.674678 0.671179 -6.744988 -0.15 -0.14 0.18
H -2.998773 0.488294 -5.554805 0.38 -0.01 -0.01
H -1.821692 -0.835480 -5.781436 0.02 0.41 0.05
H 3.556939 -0.484645 -3.733045 0.24 0.15 0.04
H 3.131476 -1.820256 -2.638837 -0.26 0.39 0.06
H 3.185340 -0.142499 -2.006224 -0.07 -0.17 -0.23
H 1.423601 1.615116 -4.225459 -0.43 -0.14 -0.19
H 1.152324 0.464870 -5.553802 0.18 -0.18 0.37
H 1.446257 -2.897574 -4.005121 -0.34 0.12 -0.16
H 1.041831 -1.847912 -5.390353 0.03 0.01 0.15
H -0.237812 -2.392199 -4.295602 0.16 0.04 0.17
Se 2.868268 0.229204 1.955951 0.32 0.19 -0.22
C 2.645364 1.505329 3.378051 0.21 0.64 0.59
C 2.885451 1.189626 4.737532 -0.26 0.19 -0.53
C 2.711442 2.166739 5.727442 0.14 0.07 -0.45
C 2.382212 3.479238 5.360367 -0.06 -0.23 0.06
C 2.219109 3.816949 4.011701 0.18 -0.25 0.30
C 2.349693 2.839195 3.028107 0.00 -0.52 0.38
H 3.179656 0.173132 5.013741 -0.14 0.37 -0.11
H 2.867543 1.902982 6.780907 -0.08 0.16 -0.49
H 2.253232 4.234297 6.136806 0.07 -0.16 -0.25
H 2.026204 4.850295 3.726385 -0.05 -0.24 0.08
H 2.232201 3.091994 1.978536 -0.01 -0.02 0.14
```
Forces are in eV/Å.

Löwdin atomic charge list, values in e, 8 entries:
1. Sc 0.66
2. C -0.30
3. C -0.32
4. C -0.31
5. C -0.28
6. C -0.33
7. C -0.03
8. H 0.04

This record from the Open Molecules 2025 dataset describes C29H46P2SnTe as an isolated structure at a distorted geometry. The level of theory is ωB97M-V/def2-TZVPD.

Values from the calculation:
E in eV: -62503.6961
Net charge: +2
Strongest force on any atom in eV/Å: 2.1
HOMO level (alpha / beta) in eV: -12.490 / -12.460

Structure (XYZ):
```
79
Properties=species:S:1:pos:R:3:forces:R:3
Sn -0.199484 0.692424 -0.613272 -0.07 -0.10 2.06
C -0.892803 -2.079264 1.157244 -0.11 0.20 0.24
C 0.422542 -2.372212 0.687629 0.25 -0.23 -0.23
C 0.599450 -0.786850 2.351576 -0.39 -0.28 0.08
C -0.778759 -1.104372 2.189127 0.36 0.00 0.20
C 1.344314 -1.578034 1.430333 -0.03 0.06 0.25
C -2.157032 -2.648678 0.647888 -0.30 -0.01 -0.21
H -2.066083 -2.983021 -0.393691 0.01 0.03 0.29
H -2.973124 -1.915404 0.705791 0.19 -0.20 0.03
H -2.462109 -3.521408 1.246127 0.06 0.15 -0.10
C -1.892527 -0.497099 2.950455 -0.19 -0.25 0.19
H -2.797660 -1.105363 2.852900 0.12 0.20 0.09
H -2.126847 0.519797 2.598383 0.15 -0.21 -0.01
H -1.626411 -0.433745 4.014761 -0.11 0.09 -0.22
C 1.134494 0.213307 3.298642 0.36 0.02 0.11
H 0.887272 -0.083863 4.329242 0.03 0.14 -0.18
H 0.704767 1.214775 3.135823 -0.03 -0.24 0.01
H 2.225137 0.288503 3.218560 -0.29 0.02 0.11
C 2.813498 -1.556632 1.260957 0.22 0.10 -0.16
H 3.301250 -2.224050 1.988555 -0.10 0.13 -0.12
H 3.214852 -0.548146 1.424898 -0.06 -0.25 0.00
H 3.110409 -1.892085 0.259233 -0.07 0.04 0.27
C 0.771397 -3.319054 -0.400464 0.04 -0.11 -0.22
H 1.037132 -4.315049 -0.002652 -0.07 0.31 -0.08
H 1.636679 -2.959453 -0.976942 -0.22 -0.15 0.19
H -0.070172 -3.461179 -1.092260 0.24 -0.02 0.21
C -1.601072 1.611278 -6.070548 -0.60 -0.76 -0.17
C -1.763946 0.275929 -6.098268 -0.70 1.02 -0.43
C -1.058280 -0.664852 -7.029133 0.21 -0.45 -0.22
C 0.421787 -0.343049 -7.360304 -0.63 -0.27 -0.27
C 1.235602 0.170666 -6.217557 0.83 0.69 -0.03
C 1.475344 1.472454 -5.958872 0.24 -0.81 -0.58
C 0.723626 2.636553 -6.537732 0.00 0.32 -0.36
C -0.733675 2.387262 -7.008798 0.35 0.44 -0.19
H -1.597792 -0.725193 -7.988337 -0.03 -0.02 0.30
H 0.462522 0.353431 -8.204614 0.12 -0.21 0.23
H -1.113634 -1.679767 -6.605423 0.01 0.21 -0.09
H -0.724876 1.917659 -7.999746 -0.10 0.17 0.30
H -2.201226 2.232726 -5.394623 0.16 -0.38 -0.27
H -2.586655 -0.180150 -5.531874 0.33 0.30 -0.01
H -1.195263 3.380881 -7.130412 0.18 -0.34 -0.12
H 0.719801 3.449735 -5.792218 0.04 -0.21 -0.16
H 2.336695 1.777760 -5.347455 -0.49 -0.34 0.19
H 1.278745 3.042267 -7.401203 -0.09 -0.03 0.29
H 0.881661 -1.283742 -7.703130 -0.10 0.38 0.02
H 1.755884 -0.621621 -5.668275 0.11 0.39 -0.19
P -1.654241 0.690930 -2.705673 1.58 0.32 1.20
C -3.252808 1.455094 -2.933260 -0.71 0.35 -0.46
C -1.493061 -1.050246 -3.183344 -0.39 -0.45 -0.49
P 1.351295 1.439549 -2.473024 -1.13 -0.35 0.81
C -0.206355 1.542087 -3.484569 0.14 0.04 -0.89
C 2.329775 0.024041 -3.008044 0.45 -0.13 -0.32
C 2.393928 2.892429 -2.397819 0.19 0.67 -0.43
H -3.371759 2.295978 -2.229698 0.19 -0.34 -0.22
H -4.042196 0.718341 -2.714516 0.31 0.19 -0.05
H -3.387208 1.825450 -3.958064 -0.11 -0.19 0.33
H -1.202971 -1.150604 -4.239972 -0.14 -0.07 0.44
H -2.467405 -1.539604 -3.022854 0.30 0.06 -0.14
H -0.751999 -1.570000 -2.551536 -0.25 0.40 -0.14
H 2.519299 3.319954 -3.402777 0.14 0.04 0.33
H 3.377608 2.595507 -1.996868 -0.39 0.04 -0.20
H 1.960096 3.644968 -1.721009 0.03 -0.28 -0.29
H -0.437612 2.591285 -3.719715 0.05 -0.28 0.03
H -0.051141 0.993954 -4.416146 0.12 0.58 0.03
H 3.303781 0.068373 -2.491672 -0.36 -0.03 -0.17
H 2.490326 0.081316 -4.089409 0.18 -0.17 0.40
H 1.848263 -0.934019 -2.757710 0.03 0.39 -0.08
Te -1.193601 3.152443 0.409129 -0.38 0.02 -0.33
C -0.669992 3.877891 2.345234 0.56 0.15 0.72
C -1.098257 3.330703 3.573321 0.34 0.38 -0.45
C -0.789645 3.987476 4.775276 -0.04 -0.16 -0.24
C -0.077329 5.187464 4.771505 -0.03 0.06 -0.50
C 0.334021 5.742386 3.550983 -0.15 -0.25 -0.02
C 0.053549 5.088027 2.345023 -0.17 -0.41 0.18
H -1.669764 2.406994 3.572904 0.03 0.19 0.15
H -1.117714 3.559129 5.723678 0.05 0.10 -0.29
H 0.141158 5.706947 5.706384 -0.07 -0.21 -0.30
H 0.871728 6.690833 3.535155 -0.12 -0.28 0.00
H 0.380499 5.490655 1.385968 -0.03 0.08 0.37
```
Forces are in eV/Å.

Löwdin atomic charge list, values in e, 8 entries:
1. Sn 0.56
2. C -0.19
3. C -0.20
4. C -0.18
5. C -0.19
6. C -0.19
7. C 0.00
8. H 0.08

net charge of number 1 (C29H46P2ScSe)? +1